1.
A molecular structure, C13H30Cl2FInN4O4 at a distorted geometry, computed with the ωB97M-V functional and the def2-TZVPD basis.

Summary:
Gap between HOMO and LUMO = 3.247 eV
Charge = +2
2S+1 = 1
Electronic energy = -2242.96432 Eh
Relative energy (zero: lowest compared OMol25 entry of this formula, charge and spin) = 39.52 kcal/mol
Molar mass = 511.13 g/mol

Each line ends with the natural charge from an NBO analysis.
Element x y z (Å)
In  -13.1934  19.6710  9.0623  1.3962
Cl  -14.5559  12.5700  7.4846  0.0302
Cl  -16.3883  14.2036  5.9101  -0.0569
F  -13.9427  17.0927  7.9664  -0.8678
O  -13.5467  17.9471  11.5798  -0.5046
O  -11.0555  17.5782  9.5372  -0.5488
O  -16.0440  18.7587  9.4832  -0.5413
O  -15.1797  19.7355  6.5765  -0.5830
N  -16.9937  17.3505  7.8424  -0.5294
N  -14.6662  16.1423  10.8910  -0.5461
N  -14.6911  18.0920  5.1093  -0.5425
N  -11.5837  15.5588  8.9054  -0.5722
C  -16.1229  20.0190  4.3898  -0.6856
C  -9.5561  15.9608  10.3915  -0.6822
C  -14.9318  14.2116  7.0221  -0.3913
C  -15.7720  15.2544  11.0602  -0.4374
C  -11.5833  14.1289  8.9335  -0.4428
C  -10.8092  16.3935  9.5679  0.6946
C  -14.0646  16.4788  13.2130  -0.7225
C  -18.4230  18.5345  9.4805  -0.7132
C  -18.1236  16.9187  6.9319  -0.4286
C  -14.5923  17.3739  3.8767  -0.4468
C  -15.3010  19.2353  5.4262  0.6846
C  -17.0174  18.1442  8.9476  0.6901
C  -14.1309  16.8957  11.8338  0.6827
H  -15.1475  14.8471  7.8810  0.2099
H  -9.9165  15.8718  11.4163  0.2489
H  -8.7669  16.7125  10.3909  0.2666
H  -14.1075  14.7428  6.5462  0.2213
H  -9.1496  14.9987  10.0796  0.2502
H  -14.3506  17.6565  5.9546  0.4430
H  -11.5475  13.6438  7.9580  0.2272
H  -12.5183  13.7781  9.3704  0.2093
H  -18.3349  18.8587  10.5174  0.2576
H  -14.0669  16.4583  4.1481  0.2341
H  -13.0690  16.7382  13.5731  0.2737
H  -18.6495  19.4166  8.8817  0.2578
H  -18.1039  15.9025  6.5382  0.2617
H  -12.4113  16.0143  8.5480  0.4454
H  -14.4426  16.4956  9.9716  0.4415
H  -19.3170  17.9280  9.3357  0.2542
H  -13.8654  17.8771  3.2391  0.2301
H  -10.8877  13.5825  9.5704  0.2376
H  -16.0805  17.2850  7.4159  0.4330
H  -16.6202  15.7518  11.5307  0.2221
H  -17.1395  20.0032  4.7828  0.2556
H  -15.9623  19.4718  3.4609  0.2335
H  -14.1256  15.4001  13.3571  0.2545
H  -16.1568  14.9137  10.0990  0.2310
H  -15.5100  14.3323  11.5791  0.2331
H  -18.0940  17.5979  6.0799  0.2113
H  -14.7030  17.1093  13.8319  0.2792
H  -19.0999  17.1778  7.3415  0.2314
H  -15.6215  20.9791  4.2681  0.2670
H  -15.4331  17.1373  3.2247  0.2426

Atomic forces in eV per Å
-1.289 -2.975 -0.370
0.194 0.142 0.083
1.057 0.142 0.491
0.183 0.717 0.358
0.793 1.795 -1.332
-0.405 3.672 0.425
-0.547 -1.355 -0.953
0.257 -0.462 -0.106
0.107 -0.210 0.285
0.395 0.394 -0.904
-1.429 0.521 1.312
0.361 -0.504 0.411
1.609 -1.467 0.466
-0.822 -0.144 -0.203
-0.628 0.595 -0.290
-0.891 -0.981 -0.094
-0.840 -1.885 0.318
1.602 -1.922 0.081
0.534 -0.410 1.970
0.624 0.593 -0.075
-0.182 1.818 0.459
1.750 -0.529 -0.933
0.015 1.341 -0.158
-1.500 0.665 -0.343
0.145 -0.372 -0.306
-0.400 -0.422 0.059
0.037 -0.065 0.098
-0.326 0.078 -0.276
-0.025 -0.589 -0.428
-0.149 0.084 -0.143
0.663 -0.402 0.256
0.220 0.448 -0.195
-0.376 0.182 -0.088
-0.015 -0.106 -0.137
-0.329 -0.218 -0.215
0.135 0.105 -0.082
0.064 0.388 0.088
0.448 0.104 0.716
-0.465 0.181 -0.524
-0.347 0.134 -0.711
0.624 -0.699 0.054
0.006 0.194 -0.196
0.643 0.868 -0.053
0.503 -0.106 0.119
0.074 -0.066 0.309
-0.002 0.502 -0.509
-0.744 0.160 -0.195
-0.654 0.116 0.055
0.292 0.237 -0.209
0.034 0.197 0.323
0.341 -0.074 -0.303
-0.395 -0.443 0.068
0.235 -0.457 0.478
-0.613 0.220 0.267
-0.571 0.270 0.782



2.
5 unconnected molecules or ions with the total composition C13H30Cl2O6 at a distorted geometry, computed with the ωB97M-V functional and the def2-TZVPD basis.

Summary:
Gap between HOMO and LUMO = 9.925 eV
2S+1 = 1
Electronic energy = -1885.01488 Eh
Relative energy (zero: lowest compared OMol25 entry of this formula, charge and spin) = 49.96 kcal/mol
SMILES string = C1CCOC1.C1CCOC1.ClCCl.OCCO.OCCO
Molar mass = 353.28 g/mol

Each line ends with the natural charge from an NBO analysis.
Element x y z (Å)
Cl  0.4538  6.6614  -5.8964  -0.0399
Cl  -0.3337  4.0593  -6.7747  -0.0272
O  -0.5143  0.5654  -0.7561  -0.7508
O  0.4162  -5.8883  -0.5884  -0.5259
O  -2.7611  -2.9422  -4.6190  -0.7359
O  -0.1363  -2.7561  -3.4875  -0.7461
O  -1.1995  3.3128  -1.1329  -0.7174
O  -0.5617  3.2223  5.0900  -0.5388
C  -0.3242  -2.6644  -4.8782  -0.0863
C  -0.9598  5.6139  -6.1884  -0.3856
C  0.0210  2.7487  -1.6491  -0.0947
C  0.3723  1.6497  -0.6703  -0.0932
C  -0.3589  4.6590  6.9001  -0.4291
C  1.0249  -4.7727  1.4905  -0.4446
C  -0.0679  -5.4946  0.6920  -0.0715
C  -1.1021  4.4028  5.5929  -0.0607
C  0.6936  2.8632  5.6590  -0.0634
C  1.7530  -6.2980  -0.3328  -0.0685
C  2.1934  -5.5988  1.0540  -0.4383
C  -1.7701  -2.1465  -5.2721  -0.0860
C  1.0090  4.0337  6.6476  -0.4314
H  -0.8291  5.1040  4.8043  0.1632
H  1.7417  -7.3842  -0.2417  0.1589
H  -0.2234  -3.6407  -3.1249  0.4868
H  -0.9127  4.1103  7.6619  0.1968
H  3.0732  -4.9871  0.8542  0.2138
H  1.5030  2.8567  4.9290  0.1765
H  -2.5015  -3.2260  -3.7394  0.4679
H  1.6771  4.7569  6.1797  0.1986
H  0.4558  1.9890  0.3622  0.1919
H  0.7806  -4.9372  2.5400  0.2179
H  -0.3655  -0.0912  -1.4405  0.4900
H  0.7675  3.5418  -1.6917  0.1831
H  -2.1685  4.4176  5.8182  0.1842
H  -2.0006  -1.1160  -5.0021  0.1715
H  1.5030  3.7547  7.5783  0.2138
H  -0.3067  5.6942  7.2373  0.2173
H  2.4927  -6.1194  -1.1132  0.1818
H  -0.4545  -6.3176  1.2930  0.1559
H  2.4777  -6.4536  1.6675  0.2154
H  -0.1915  -3.6842  -5.2396  0.1668
H  -1.9391  -2.3799  -6.3233  0.1844
H  -1.4441  5.5033  -5.2182  0.2283
H  -1.6543  2.5136  -0.8573  0.4686
H  -1.6167  6.0838  -6.9203  0.2249
H  0.9800  -3.7031  1.2855  0.2177
H  0.6080  1.9125  6.1853  0.1733
H  -0.1152  2.3382  -2.6496  0.1614
H  -0.9968  -4.9351  0.5813  0.1888
H  1.3693  1.2668  -0.8885  0.1602
H  0.4426  -2.0985  -5.4073  0.1758

Atomic forces in eV per Å
-0.250 0.304 -0.047
-0.551 0.000 0.007
-1.527 -0.134 0.956
0.536 0.749 0.526
-0.361 -0.353 -0.299
0.171 1.299 0.819
0.403 -0.001 -0.763
-0.280 -2.205 -0.547
-1.340 -0.758 -0.791
0.594 0.166 0.328
-0.674 0.337 1.180
2.178 -0.816 -1.104
-0.002 -0.160 0.104
-1.645 -0.974 -0.053
-1.719 0.472 0.304
1.214 1.416 0.248
0.068 1.593 1.278
0.450 -0.081 1.248
1.301 -0.710 -2.150
0.603 -1.624 1.178
-0.045 -0.129 0.077
-0.550 0.918 0.273
0.059 -0.202 0.388
0.039 -0.122 -0.447
0.182 -0.114 0.244
0.132 -0.141 0.179
-0.313 -0.404 -0.356
0.342 0.359 0.086
-0.076 0.056 -0.197
-0.621 0.155 -0.041
0.161 0.273 0.096
0.541 0.391 -0.229
0.034 -0.054 0.105
-0.112 -0.570 -0.626
0.600 0.246 -0.295
-0.049 -0.344 -0.069
-0.055 0.053 -0.259
-0.548 0.619 -0.417
0.518 -0.853 -0.118
-0.142 0.502 0.610
-0.401 -0.051 -0.572
0.228 0.563 -0.135
-0.022 -0.259 -0.311
-0.692 0.039 0.165
0.230 -0.226 0.049
0.683 -0.117 -0.173
0.022 -0.113 -0.174
-0.046 -0.068 -0.152
0.193 0.517 -0.499
0.403 0.097 -0.177
0.135 0.458 0.552



3.
A molecular structure, C13H30ClI2LaOP2 at a distorted geometry, computed with the ωB97M-V functional and the def2-TZVPD basis.

Summary:
Gap between HOMO and LUMO (alpha / beta) = 4.797 / 4.706 eV
Charge = +2
2S+1 = 1
Electronic energy = -2357.94027 Eh
Relative energy (zero: lowest compared OMol25 entry of this formula, charge and spin) = 0.00 kcal/mol
Molar mass = 692.50 g/mol

Each line ends with the natural charge from an NBO analysis.
Element x y z (Å)
La  0.9195  -0.5571  -1.1611  1.1780
I  -0.9134  1.6342  -2.4926  0.2840
I  3.3040  0.1119  0.6615  0.1501
Cl  1.2261  -2.7938  -2.4268  -0.5369
P  2.7438  0.7749  -3.1082  0.8061
P  -0.7614  -0.4934  1.2342  0.8877
O  1.4136  3.3473  -0.3680  -0.4338
C  -1.9250  0.9658  1.1191  -0.5038
C  -2.1569  -1.8231  -0.9592  -0.5977
C  -2.3149  -2.8786  1.3154  -0.6179
C  -0.4661  -0.8785  3.0029  -0.5217
C  -1.7018  -0.8341  3.9002  -0.6215
C  -1.4292  -2.0573  0.3782  -0.4971
C  2.1527  0.4777  -4.8189  -0.9262
C  -1.4021  2.1526  1.9401  -0.6187
C  0.6664  -0.0278  3.5790  -0.5984
C  4.2989  -0.2011  -3.1185  -0.9253
C  -3.3838  0.6429  1.4141  -0.6253
C  3.3869  2.4801  -3.2384  -0.9345
C  1.3763  2.2316  -0.6373  0.4931
H  -2.0022  3.0347  1.6808  0.2475
H  4.0893  2.5433  -4.0849  0.2702
H  2.5504  3.1752  -3.3996  0.2481
H  -1.5022  1.9884  3.0216  0.2294
H  -3.7848  -0.1383  0.7543  0.2126
H  -3.2490  -2.3467  1.5473  0.2269
H  4.9363  0.0896  -2.2745  0.2460
H  -2.0401  0.1911  4.0929  0.2198
H  -1.8070  -3.1410  2.2495  0.2305
H  1.4066  1.2308  -5.1011  0.2503
H  -2.5447  -1.4312  3.5314  0.2272
H  0.8938  -0.4099  4.5796  0.2508
H  3.9066  2.7461  -2.3066  0.2505
H  -0.3545  2.3869  1.7057  0.2078
H  -0.1064  -1.9228  2.9568  0.2478
H  -3.1117  -1.3026  -0.8008  0.2406
H  -1.8621  1.2588  0.0489  0.2262
H  -1.4116  -1.2596  4.8711  0.2516
H  -3.9718  1.5582  1.2341  0.2460
H  3.0162  0.5251  -5.4950  0.2637
H  -1.6011  -1.2504  -1.7258  0.1635
H  4.0621  -1.2708  -3.0344  0.2648
H  0.3881  1.0276  3.6741  0.2229
H  -2.5845  -3.8182  0.8146  0.2516
H  -0.5096  -2.6447  0.1635  0.2350
H  -2.3744  -2.8096  -1.4024  0.2725
H  1.6964  -0.5203  -4.8773  0.2618
H  4.8120  -0.0128  -4.0706  0.2605
H  -3.5493  0.3468  2.4622  0.2338
H  1.5753  -0.0982  2.9688  0.2003

Atomic forces in eV per Å
0.125 -0.794 -0.635
-0.548 0.606 -0.808
0.427 -0.097 0.558
0.029 0.062 0.004
1.209 0.061 -1.096
-0.513 0.343 0.549
0.157 -3.118 -0.785
0.236 -0.210 -0.663
-0.190 -0.110 0.086
-0.220 -0.332 0.037
0.349 -0.532 -0.272
-0.251 -0.128 0.466
0.166 0.439 0.159
-0.348 -0.193 0.228
-0.021 0.079 -0.021
0.044 0.054 0.212
-0.216 -0.178 0.147
-0.548 0.072 0.221
-0.197 0.115 0.323
-0.419 3.505 0.952
0.128 -0.180 0.111
-0.268 -0.028 0.302
0.312 -0.073 0.015
0.056 0.067 -0.375
0.092 0.239 0.277
0.300 -0.152 -0.063
-0.057 -0.052 -0.220
0.087 -0.262 -0.094
-0.151 0.051 -0.237
0.190 -0.177 -0.003
0.277 0.253 0.073
0.065 0.146 -0.138
-0.093 0.045 -0.311
-0.204 -0.057 0.167
-0.062 0.264 0.068
0.324 -0.130 -0.122
-0.114 -0.177 0.653
-0.095 0.126 -0.194
0.117 -0.325 0.076
-0.264 0.031 0.109
-0.152 -0.171 0.128
0.147 0.224 -0.078
0.093 -0.243 -0.012
0.054 0.189 0.110
-0.260 0.043 0.176
0.123 0.441 0.071
0.137 0.224 -0.122
0.005 -0.080 0.307
0.058 0.120 -0.496
-0.119 -0.002 0.160



- Which value of electronic energy does entry 2 give?
  -1885.01488 Eh